Density functional theory data (the ωB97M-V functional and the def2-TZVPD basis) for a single C19H27N3O5 molecule.

Values from the calculation:
- max |F| (eV/A) = 0.755
- relative energy (zero: lowest compared OMol25 entry of this formula, charge and spin) (kJ/mol) = 343.64
- total charge = 0
- SMILES = COc1ccc(CN2CCNC(=O)[C@@H]2CC(=O)N2CCCCO2)cc1OC
- HOMO energy (eV) = -7.787

Positions of all 54 atoms, in Å:
C (-5.403, -3.008, -0.816)
H (-4.578, -3.729, -0.800)
O (-5.126, -1.885, -0.021)
C (-4.053, -1.109, -0.353)
C (-3.196, -1.340, -1.414)
C (-2.129, -0.487, -1.663)
C (-1.910, 0.614, -0.859)
C (-2.770, 0.857, 0.210)
C (-3.829, 0.011, 0.479)
O (-4.711, 0.164, 1.509)
C (-4.519, 1.242, 2.388)
H (-5.310, 1.159, 3.132)
H (-4.608, 2.205, 1.873)
H (-3.545, 1.189, 2.887)
H (-2.570, 1.716, 0.830)
C (-0.774, 1.568, -1.144)
N (-0.235, 2.139, 0.088)
C (0.089, 3.543, -0.010)
H (-0.785, 4.091, -0.369)
H (0.335, 3.905, 0.994)
C (1.283, 3.788, -0.940)
N (2.380, 2.957, -0.501)
C (2.273, 1.823, 0.209)
O (3.262, 1.177, 0.516)
C (0.876, 1.427, 0.705)
H (0.863, 1.728, 1.766)
C (0.758, -0.107, 0.662)
C (1.606, -0.703, -0.448)
O (1.616, -0.281, -1.592)
N (2.314, -1.806, -0.122)
C (3.323, -2.359, -1.000)
H (3.128, -1.968, -1.998)
C (4.707, -1.949, -0.492)
H (5.482, -2.395, -1.115)
C (4.847, -2.393, 0.963)
C (3.677, -1.812, 1.755)
H (3.654, -2.178, 2.782)
H (3.727, -0.717, 1.742)
O (2.433, -2.238, 1.195)
H (5.786, -2.041, 1.389)
H (4.821, -3.484, 1.023)
H (4.790, -0.861, -0.545)
H (3.217, -3.448, -0.998)
H (-0.282, -0.386, 0.489)
H (1.072, -0.529, 1.614)
H (3.304, 3.168, -0.854)
H (1.009, 3.540, -1.973)
H (1.593, 4.837, -0.905)
H (-0.007, 1.056, -1.733)
H (-1.174, 2.387, -1.751)
H (-1.463, -0.693, -2.487)
H (-3.343, -2.192, -2.060)
H (-5.617, -2.727, -1.854)
H (-6.288, -3.467, -0.379)

These are the Löwdin partial charges, in e, on atoms 1 to 6:
1. C -0.090
2. H 0.096
3. O -0.069
4. C -0.202
5. C -0.012
6. C -0.042